P) Density functional theory data (ωB97M-V/def2-TZVPD) for the molecule C3H6N2S.

Structure (XYZ):
```
12
Properties=species:S:1:pos:R:3:nbo_charge:R:1
S 1.285 -0.863 -1.270 -0.11
C 0.286 -0.241 -0.231 0.18
N -0.696 0.662 -0.616 -0.60
C -0.914 1.492 0.634 -0.23
C -1.120 0.245 1.532 -0.25
N 0.001 -0.649 1.059 -0.62
H -0.306 1.459 -1.061 0.39
H -1.830 1.892 0.511 0.20
H -0.006 2.293 0.973 0.18
H -2.139 -0.107 1.123 0.19
H -1.380 0.686 2.558 0.23
H 0.457 -1.474 1.505 0.44
```

As for the SMILES: S=C1NCCN1. Its HOMO-LUMO gap is 9.22 eV. The net charge is 0.

---

Q) Density functional theory data (ωB97M-V/def2-TZVPD) for the molecule C3H6N2S.

Structure (XYZ):
```
12
Properties=species:S:1:pos:R:3:nbo_charge:R:1
N 0.415 -1.325 0.495 -0.80
C 0.505 -0.068 -0.031 0.45
N 1.796 0.441 -0.135 -0.80
C -0.579 0.745 -0.314 -0.45
C -1.884 0.228 -0.174 -0.28
S -3.262 0.955 -0.618 -0.09
H 1.278 -1.652 0.931 0.38
H -0.331 -1.486 1.131 0.40
H 1.847 1.326 -0.630 0.40
H 2.587 -0.187 -0.264 0.39
H -0.436 1.803 -0.657 0.23
H -1.936 -0.780 0.267 0.17
```

As for the SMILES: NC(N)=CC=S. Its HOMO-LUMO gap is 8.10 eV. The net charge is 0.

---

It is P) that is the least stable of them.

---

P) Density functional theory data (ωB97M-V/def2-TZVPD) for the molecule C3H6N2S.

Structure (XYZ):
```
12
Properties=species:S:1:pos:R:3:nbo_charge:R:1
N 0.845 -1.255 -0.704 -0.83
C 1.148 -0.291 0.251 0.05
C 0.542 0.853 0.477 -0.42
C -0.460 1.228 -0.462 0.08
N -1.595 0.727 -0.771 -0.54
S -2.276 -0.601 0.169 0.10
H -0.110 -1.051 -1.064 0.39
H 0.961 -2.337 -0.465 0.40
H 1.915 -0.594 0.934 0.19
H 0.734 1.618 1.377 0.25
H -0.076 1.971 -1.228 0.19
H -1.629 -0.268 1.486 0.12
```

As for the SMILES: N/C=C\C=N/S. Its HOMO-LUMO gap is 9.51 eV. The net charge is 0.

---

Q) Density functional theory data (ωB97M-V/def2-TZVPD) for the molecule C3H6N2S.

Structure (XYZ):
```
12
Properties=species:S:1:pos:R:3:nbo_charge:R:1
C -2.996 0.427 0.012 -0.07
N -2.075 -0.431 -0.006 -0.29
N -0.784 0.070 -0.071 -0.38
C 0.137 -0.789 0.031 -0.06
S 1.839 -0.495 -0.008 0.29
C 1.657 1.320 0.030 -0.75
H -2.837 1.537 0.011 0.17
H -4.021 0.007 0.070 0.19
H -0.071 -1.894 0.118 0.19
H 0.944 1.612 -0.770 0.24
H 1.166 1.633 0.971 0.23
H 2.622 1.809 -0.172 0.23
```

As for the SMILES: C=N/N=C/SC. Its HOMO-LUMO gap is 9.72 eV. The net charge is 0.

---

It is P) that is the least stable of them.